Entry from the Open Molecules 2025 dataset: the ion C6H14N5O4 with charge +1 in a non-equilibrium geometry (the ωB97M-V functional and the def2-TZVPD basis).

Properties
ΔE to the lowest compared entry with this formula, charge and spin = 143.37 kJ/mol
Structure (SMILES) = NCCCC(=[NH2+])C(O)(O)/C(N)=N/[N+](=O)[O-]
Total charge = +1
E_LUMO = -4.80 eV
Electronic energy = -811.33216 a.u.
Gap between HOMO and LUMO = 8.9 eV
Spin multiplicity = 1
Highest occupied orbital energy = -0.50169 hartree

Structure (XYZ):
```
29
Properties=species:S:1:pos:R:3:forces:R:3
H 1.961359 -0.236680 2.365306 0.1 1.7 -3.1
O 2.697704 -3.326696 3.214706 0.9 -2.9 2.0
O 1.006762 -4.256719 2.167173 -1.2 -2.5 -0.1
H -3.103816 1.784106 0.528888 2.7 -0.3 -1.1
N 1.789430 -3.425016 2.452936 1.7 3.9 -0.2
H -0.004609 2.642110 -1.716978 -1.7 -1.9 0.1
H -2.771680 2.791175 -1.841942 1.5 -0.7 1.5
H -0.236311 -3.554007 0.570069 -0.4 3.0 -0.1
H -1.014168 -0.234981 -1.298922 -0.4 -0.6 -0.1
N -0.229377 -2.459250 0.499571 -0.3 -3.0 0.0
H 0.298262 -0.152552 -2.456183 -0.2 0.0 -0.5
H -0.759636 1.935986 -3.105150 -0.6 -0.7 1.3
O 1.816245 0.320572 1.439649 2.3 -1.5 4.7
H 2.583165 1.263580 -0.153957 -0.1 -1.2 0.1
C -0.782621 1.757644 -1.981379 3.0 2.5 -0.8
H -0.980280 0.571693 0.959864 -2.2 1.5 -1.6
C 0.851652 0.300260 -0.560352 -0.2 0.0 -0.1
C -2.150034 1.931672 -1.345912 -0.9 0.6 -2.0
C 0.759432 -0.275461 0.893646 -0.1 0.1 -0.8
N -2.081058 1.749360 0.107215 -2.9 1.2 0.3
O -0.365348 0.178323 1.531138 0.6 -1.4 1.5
N 1.924103 0.927230 -0.868066 0.7 1.0 2.0
C 0.778989 -1.831728 1.118332 -1.9 1.7 -2.1
H -1.070882 -1.932284 0.215855 0.9 -0.8 0.4
H -2.676216 1.131009 -1.819463 -0.7 -1.1 0.3
N 1.728330 -2.159909 1.863151 0.2 0.7 -0.4
C -0.177086 0.352320 -1.621740 -0.8 0.0 0.3
H 1.883792 1.586038 -1.593247 -0.1 0.5 -1.9
H -1.676102 2.622207 0.435792 0.1 0.0 0.5
```
Forces are in eV/Å.

natural (NBO) charges in e: H 0.54; O -0.31; O -0.38; H 0.41; N 0.65; H 0.19; H 0.22; H 0.46; H 0.24; N -0.81; H 0.28; H 0.26; O -0.72; H 0.47; C -0.40; H 0.50; C 0.52; C -0.25; C 0.41; N -0.87; O -0.70; N -0.61; C 0.45; H 0.42; H 0.20; N -0.44; C -0.53; H 0.41; H 0.38



Entry from the Open Molecules 2025 dataset: a cluster of 2 separate species, C6H14NO in total (the ωB97M-V functional and the def2-TZVPD basis).

Properties
ΔE to the lowest compared entry with this formula, charge and spin = 79.71 kJ/mol
Total charge = -1
E_LUMO = 4.03 eV
Electronic energy = -366.97129 a.u.
Gap between HOMO and LUMO = 6.7 eV
Spin multiplicity = 1
Highest occupied orbital energy = -0.09971 hartree

Structure (XYZ):
```
22
Properties=species:S:1:pos:R:3:forces:R:3
H 0.084606 -2.457779 -1.689990 0.0 0.0 -0.1
C -0.850845 2.236108 1.014722 0.0 -0.1 -0.1
H -0.333404 -0.365009 -3.014494 0.0 -0.1 -0.1
H -1.059938 -0.767731 2.729810 0.0 -0.1 0.0
H -1.909953 2.508483 1.046692 -0.1 0.0 0.0
H -1.081057 -0.495014 0.945075 -0.1 0.0 0.0
H 1.085178 -2.589593 -3.800162 0.0 0.0 0.0
C -0.560911 1.212909 2.068858 -0.1 -0.1 0.0
H -2.402425 0.113729 1.994527 0.0 0.0 -0.1
C 0.890720 -1.749076 -1.928525 -0.1 -0.2 0.1
H 1.118640 0.331123 -2.284611 0.0 0.0 -0.1
N 1.682748 -2.164631 -3.102296 0.1 0.1 0.0
H 2.385962 -2.846729 -2.851437 -0.1 -0.1 0.0
H -0.251488 3.140928 1.153401 0.0 -0.1 -0.1
C -1.325309 -0.074900 1.929292 0.1 0.2 0.2
H 0.919984 2.315598 3.076952 0.0 0.0 0.0
C 0.263784 -0.356670 -2.066437 0.0 0.1 0.2
C 0.354624 1.390458 3.017590 0.0 0.2 0.0
H 1.531312 -1.734282 -1.045228 0.2 0.1 0.0
H 0.578941 0.617367 3.742112 0.0 0.0 0.0
O -0.455316 -0.011685 -0.974546 0.0 0.0 -0.1
H -0.665843 1.746387 0.038693 0.0 0.1 0.1
```
Forces are in eV/Å.

natural (NBO) charges in e: H 0.14; C -0.69; H 0.07; H 0.18; H 0.19; H 0.31; H 0.34; C 0.10; H 0.19; C -0.24; H 0.08; N -0.86; H 0.34; H 0.18; C -0.68; H 0.18; C -0.01; C -0.49; H 0.17; H 0.18; O -0.98; H 0.32



Entry from the Open Molecules 2025 dataset: the molecule C6H14NO in a non-equilibrium geometry (the ωB97M-V functional and the def2-TZVPD basis).

Properties
ΔE to the lowest compared entry with this formula, charge and spin = 211.94 kJ/mol
<S²> = 0.7506
E_LUMO (alpha / beta) = 0.74 / 0.47 eV
Electronic energy = -366.84918 a.u.
Gap between HOMO and LUMO (alpha / beta) = 4.0 / 10.2 eV
Spin multiplicity = 2
Highest occupied orbital energy (alpha / beta) = -0.11987 / -0.35708 hartree

Structure (XYZ):
```
22
Properties=species:S:1:pos:R:3:forces:R:3
C -1.127801 0.009790 2.052162 -0.5 -0.1 0.0
H 1.990866 -1.352333 -0.720154 0.2 -0.1 0.3
H 1.312382 -1.769783 0.790005 0.1 -0.1 0.1
C 0.054403 -0.647322 -0.603831 -0.3 0.2 0.8
H -0.953630 2.721617 2.495899 0.1 0.2 -0.1
H -0.756433 -1.149623 -2.606523 -0.6 -0.1 0.5
C -0.646607 2.399275 1.507595 0.1 -0.3 0.3
H -1.043526 1.161891 -0.971764 -0.8 0.0 -0.1
H -0.464104 -0.854247 2.092863 0.3 0.1 0.3
C 0.158666 -0.880463 -2.092848 0.8 0.1 -1.1
H -0.700917 -1.250463 -0.108946 0.1 -0.5 -0.3
O 1.125745 -1.915238 -2.374584 -0.2 0.3 0.1
H 0.588821 1.374274 -0.530782 0.1 0.4 -0.1
H -1.356501 0.390102 3.039953 0.2 -0.1 0.3
H 1.491048 -1.772117 -3.259802 -0.1 0.0 0.2
C -0.301367 0.806594 -0.278263 1.2 -0.4 0.3
C -0.641716 1.114796 1.180804 -0.5 0.0 -1.1
H -2.065768 -0.413945 1.686078 -0.1 0.1 -0.3
H 1.810558 -0.143189 0.472264 0.2 -0.4 0.0
H -0.336940 3.110282 0.753382 0.0 0.3 0.2
N 1.390340 -1.000315 0.045389 -0.6 0.5 -0.4
H 0.472481 0.060418 -2.568896 0.2 -0.1 0.2
```
Forces are in eV/Å.

natural (NBO) charges in e: C -0.68; H 0.43; H 0.23; C -0.15; H 0.20; H 0.19; C -0.39; H 0.23; H 0.21; C -0.11; H 0.22; O -0.75; H 0.22; H 0.23; H 0.48; C -0.46; C 0.01; H 0.22; H 0.35; H 0.20; N -1.06; H 0.17



Entry from the Open Molecules 2025 dataset: a structure of composition C6H14NO in a non-equilibrium geometry (the ωB97M-V functional and the def2-TZVPD basis).

Properties
ΔE to the lowest compared entry with this formula, charge and spin = 893.63 kJ/mol
Total charge = +1
E_LUMO = -9.06 eV
Electronic energy = -366.42687 a.u.
Gap between HOMO and LUMO = 4.0 eV
Spin multiplicity = 1
Highest occupied orbital energy = -0.47924 hartree

Structure (XYZ):
```
22
Properties=species:S:1:pos:R:3:forces:R:3
N -2.720571 0.091537 -1.052323 -0.7 -0.5 -0.6
H -3.519585 0.416348 -1.604290 -0.1 0.5 0.5
C -0.265435 -0.982724 1.913701 1.0 -0.5 0.3
H -2.100909 2.337305 0.499254 0.1 0.2 0.0
C 1.776478 -0.680026 -1.160484 -0.6 -1.3 -0.1
H 0.559162 1.567290 0.734432 0.2 0.4 0.0
C 1.357048 -0.367831 0.203351 0.4 2.9 0.1
C 0.909341 -1.280075 1.297171 0.2 0.6 -1.4
H -0.305195 -1.470330 -0.863147 -0.2 0.1 -0.1
H 2.029826 0.047721 -1.928245 0.4 0.6 0.9
O -1.402531 1.770283 0.134939 -0.3 -0.5 -0.4
C 0.200821 -0.515989 -0.875165 0.8 -1.8 -1.7
H -2.249184 -0.470548 -1.764482 0.6 0.3 0.3
H 2.147408 1.590782 -0.208456 -0.3 0.3 0.1
H 2.106423 1.119767 1.522534 -0.2 0.3 -0.2
C 1.557539 1.118134 0.570728 -0.3 -1.5 0.6
H 2.273177 -1.617375 -1.420882 -1.0 -0.3 0.2
H 1.553572 -2.155595 1.403991 -0.5 -0.1 0.6
H -0.910082 -0.180144 1.570002 0.2 0.1 0.1
H -2.145411 0.899411 -0.400919 0.5 -0.1 0.1
H -0.287888 0.320627 -1.347947 0.1 0.4 0.6
H -0.564002 -1.558564 2.776238 -0.2 -0.1 0.0
```
Forces are in eV/Å.

natural (NBO) charges in e: N -0.69; H 0.38; C -0.21; H 0.48; C -0.37; H 0.28; C -0.03; C -0.14; H 0.23; H 0.26; O -0.81; C -0.25; H 0.36; H 0.24; H 0.25; C -0.60; H 0.25; H 0.26; H 0.23; H 0.40; H 0.25; H 0.23



Entry from the Open Molecules 2025 dataset: a cluster of 3 separate species, C6H14NO in total in a non-equilibrium geometry (the ωB97M-V functional and the def2-TZVPD basis).

Properties
ΔE to the lowest compared entry with this formula, charge and spin = 1097.95 kJ/mol
Total charge = +1
E_LUMO = -8.73 eV
Electronic energy = -366.34905 a.u.
Gap between HOMO and LUMO = 4.0 eV
Spin multiplicity = 1
Highest occupied orbital energy = -0.46934 hartree

Structure (XYZ):
```
22
Properties=species:S:1:pos:R:3:forces:R:3
C -0.307128 1.470442 -0.675782 -0.5 -2.5 -1.4
C 0.287865 1.617338 -1.946330 -1.6 0.2 1.6
H -1.223612 -0.470973 -1.299718 0.1 0.9 0.3
H -1.585692 -0.455062 1.607660 1.1 -0.1 -0.4
C -1.231468 0.268762 -0.468554 -1.2 0.0 0.8
N 0.497102 -1.943020 -0.727396 -0.7 0.4 2.4
H -1.210908 -2.661353 0.512260 0.5 -0.2 -0.3
H 0.215904 -0.032813 1.074890 -1.1 -0.2 0.6
C -0.371938 -1.956549 0.495668 0.1 1.7 -1.5
H 3.008814 -1.029633 0.894338 2.3 0.6 -0.1
O 2.105651 -1.241223 0.944438 -2.4 -0.8 -0.3
H 0.761181 -2.853726 -1.005317 -0.3 -1.8 -0.6
H -0.213724 1.628323 2.251499 0.8 0.4 -2.7
C -0.774661 -0.520063 0.842576 0.6 -0.9 -0.8
H -0.210323 1.018490 -2.767989 1.2 0.9 0.9
H 0.913894 2.516975 -2.088887 -0.2 -0.9 -0.4
H 0.865070 2.917116 0.370238 -1.5 -0.4 0.6
H -2.316407 0.501084 -0.196002 1.4 0.3 -0.7
H 0.394408 -2.239235 1.266479 0.1 -0.3 0.3
H -0.976217 2.717605 0.924826 0.0 0.5 -0.2
C -0.091995 2.319712 0.442527 1.3 0.8 1.5
H 1.464183 -1.572196 -0.451425 0.0 1.4 0.4
```
Forces are in eV/Å.

natural (NBO) charges in e: C -0.06; C -0.19; H 0.24; H 0.25; C -0.44; N -0.52; H 0.26; H 0.30; C -0.28; H 0.46; O -0.76; H 0.39; H 0.16; C -0.43; H 0.24; H 0.23; H 0.25; H 0.26; H 0.35; H 0.26; C -0.40; H 0.41



Entry from the Open Molecules 2025 dataset: a structure of composition C6H14NO2 in a non-equilibrium geometry (the ωB97M-V functional and the def2-TZVPD basis).

Properties
ΔE to the lowest compared entry with this formula, charge and spin = 157.42 kJ/mol
Total charge = -1
E_LUMO = 3.58 eV
Electronic energy = -442.23362 a.u.
Gap between HOMO and LUMO = 7.3 eV
Spin multiplicity = 1
Highest occupied orbital energy = -0.13695 hartree

Structure (XYZ):
```
23
Properties=species:S:1:pos:R:3:forces:R:3
H 1.813738 -1.110995 -1.793881 -0.1 0.1 -0.5
C -0.486733 1.039554 0.732215 0.8 -0.8 -0.4
C -2.022602 -0.867781 1.539945 0.8 0.7 0.2
O 1.434741 -1.001866 -2.872608 -0.6 0.0 0.4
H -2.811053 -0.825012 -1.079446 0.0 0.2 0.2
O 2.261219 -1.198762 -0.588603 0.4 0.3 0.7
C 0.825463 0.705153 -0.056656 -0.2 0.2 0.6
H -2.498611 -0.314421 2.358284 -0.5 -0.2 -0.2
H 2.008712 2.199756 -0.768095 -0.3 0.1 0.1
H 0.571689 0.630418 -1.111546 0.0 -0.1 -0.1
H 2.060584 -0.412672 1.294958 -0.2 -0.1 0.4
H 0.609239 -1.299133 0.592675 0.2 0.0 0.6
H -1.783860 0.648097 -1.565004 -0.1 -0.2 0.0
C -1.618425 0.085398 0.444243 0.0 -0.3 -0.7
H -2.615288 -1.679683 1.122135 -0.1 0.0 0.4
C -2.119378 -0.034908 -0.788167 0.1 0.2 0.1
C 1.471207 -0.626912 0.386530 -0.4 -0.3 -1.6
H -0.210067 0.906853 1.772370 0.0 0.6 0.5
H -1.109190 -1.226150 2.036043 -0.2 -0.4 -0.4
H -0.647928 2.078455 0.467751 -0.5 0.2 0.3
H 0.472525 -1.007529 -2.727181 0.5 -0.1 -0.2
H 2.646992 1.464336 0.452808 -0.3 0.0 0.2
N 1.747018 1.847798 0.151238 0.7 -0.2 -0.5
```
Forces are in eV/Å.

natural (NBO) charges in e: H 0.49; C -0.47; C -0.65; O -1.10; H 0.18; O -0.89; C -0.06; H 0.20; H 0.35; H 0.20; H 0.12; H 0.11; H 0.19; C 0.05; H 0.21; C -0.45; C -0.04; H 0.19; H 0.22; H 0.22; H 0.42; H 0.35; N -0.86



> ΔE to the lowest compared entry with this formula, charge and spin of number 5 (C6H14NO)?

1097.95 kJ/mol